The following is a quantum chemistry calculation of a molecular structure, C31H55NO2PZr in a non-equilibrium geometry, from OMol25.

Properties
* LUMO level: -2.21 eV
* E_tot: -1807.649388 Eh
* total charge: +1
* HOMO-LUMO gap: 8.061 eV

Positions of all 91 atoms, in Å:
O: -0.2009 -0.5919 -6.8181
C: -0.2410 0.7657 -7.4155
C: -0.3369 0.2502 -8.8428
H: 0.6808 1.3382 -7.2099
H: -1.1214 1.3296 -7.0762
C: -0.2349 -1.1448 -8.1684
H: 0.5064 0.4834 -9.5000
H: -1.2860 0.4207 -9.3500
C: 1.0736 -1.8143 -8.5508
H: 1.9024 -1.0954 -8.4555
H: 1.0223 -2.1382 -9.6048
H: 1.2634 -2.7025 -7.9241
C: -1.4589 -2.0151 -8.4061
H: -2.3806 -1.4597 -8.1683
H: -1.4007 -2.9377 -7.8032
H: -1.4859 -2.3060 -9.4731
Zr: -0.3379 -0.8717 0.2990
C: -2.6070 -1.2621 0.9995
C: -2.8393 0.1584 1.0980
C: -2.8631 0.7013 -0.2067
H: -3.1019 0.6792 2.0170
C: -2.6766 -0.3520 -1.1341
C: -2.5538 -1.5797 -0.3998
H: -2.6418 -2.5803 -0.8293
H: -2.6900 -1.9865 1.8160
H: -3.1153 1.7333 -0.4567
H: -2.8047 -0.2952 -2.2165
C: 0.6421 -2.8314 1.5148
C: -0.4643 -3.2640 0.7185
C: -0.1039 -3.1074 -0.6628
H: -1.3564 -3.7482 1.1056
C: 1.2000 -2.5234 -0.7229
C: 1.6807 -2.3913 0.6277
H: 2.7049 -2.1375 0.9048
H: 0.7231 -2.9450 2.5981
H: -0.6708 -3.4513 -1.5162
H: 1.7917 -2.3624 -1.6140
O: 0.2093 0.0131 -1.9406
C: -0.0773 -0.6966 -3.1964
C: -0.4390 0.3969 -4.1706
H: -0.8762 -1.4418 -3.0444
H: 0.8338 -1.2304 -3.5009
C: 0.3065 1.6262 -3.7031
H: -1.5207 0.5815 -4.1728
H: -0.1229 0.0939 -5.1537
C: 0.3214 1.4521 -2.2037
H: -0.1872 2.5385 -4.0179
H: 1.3197 1.6030 -4.1143
H: -0.5632 1.9202 -1.7636
H: 1.2159 1.8338 -1.7047
C: 3.1346 1.3756 3.0984
C: 2.2786 0.4402 3.9677
C: 2.7882 -0.9817 3.7217
C: 2.5585 0.7775 5.4516
P: 0.4605 0.6153 3.5011
N: 0.1233 -0.0473 2.0495
C: -0.5753 -0.1768 4.8770
C: -0.6053 0.6579 6.1758
C: -2.0257 -0.3730 4.4275
C: -0.0228 -1.5696 5.1954
C: 0.0782 2.4632 3.4043
C: 0.5929 3.0072 2.0635
C: -1.4367 2.6767 3.4389
C: 0.6954 3.2920 4.5472
H: 4.1921 1.1299 3.2802
H: 3.0083 2.4318 3.3600
H: 2.9373 1.2292 2.0298
H: 2.6485 -1.2762 2.6787
H: 2.3256 -1.7307 4.3678
H: 3.8660 -0.9889 3.9472
H: 2.2276 1.7843 5.7274
H: 2.1305 0.0455 6.1475
H: 3.6510 0.7582 5.5955
H: -1.1082 1.6243 6.0564
H: -1.1853 0.0837 6.9143
H: 0.3859 0.8148 6.6113
H: -2.0743 -0.9171 3.4803
H: -2.5371 -0.9687 5.1990
H: -2.5815 0.5639 4.3334
H: 0.0418 -2.1853 4.2903
H: 0.9417 -1.5404 5.7122
H: -0.7320 -2.0579 5.8789
H: 0.2422 4.0442 1.9616
H: 0.2102 2.4152 1.2239
H: 1.6827 3.0197 1.9994
H: -1.8850 2.4221 4.4056
H: -1.6226 3.7494 3.2774
H: -1.9355 2.1219 2.6359
H: 0.3712 2.9546 5.5372
H: 1.7887 3.3375 4.5121
H: 0.3280 4.3227 4.4306

And the Mulliken charges, in e, turn out to be: -0.53 -0.33 -0.91 0.26 0.30 1.35 0.31 0.31 -1.56 0.36 0.39 0.33 -1.57 0.35 0.34 0.39 1.63 -0.85 0.32 -1.52 0.93 -0.46 -0.91 0.74 0.63 0.52 0.58 -0.16 -0.76 -0.54 0.56 -0.63 -0.78 0.62 0.69 0.60 0.58 0.07 -0.89 0.38 0.24 0.27 -0.82 0.28 -0.15 -0.56 0.38 0.37 0.24 0.38 -1.95 2.12 -1.43 -2.10 -0.11 0.59 2.10 -1.98 -1.52 -2.12 2.14 -1.87 -1.95 -2.05 0.58 0.33 0.25 -0.29 0.28 0.62 0.32 0.35 0.55 0.32 0.54 0.28 -0.15 0.62 0.25 0.26 0.30 0.64 0.53 0.23 0.32 0.27 0.67 0.09 0.32 0.30 0.55

The following is a quantum chemistry calculation of a molecular structure, C31H56AgBr2F3NO8S in a non-equilibrium geometry, from OMol25.

Properties
* LUMO level: -4.88 eV
* E_tot: -7863.918311 Eh
* total charge: +1
* HOMO-LUMO gap: 5.830 eV

Positions of all 103 atoms, in Å:
N: -3.6054 -4.7968 1.0276
H: -3.6250 -5.2690 1.9202
H: -2.8342 -4.1761 0.8272
H: -4.4391 -4.2566 0.8454
H: -3.6172 -5.6027 0.4189
Ag: -3.7699 -1.7517 -2.5256
C: 0.2284 -1.0083 0.4235
F: 0.3622 0.2081 -0.0891
F: 0.9849 -1.9356 -0.1949
F: 0.4829 -0.9291 1.6920
S: -1.6220 -1.5325 0.2635
O: -1.7944 -2.8825 0.8780
O: -2.4944 -0.5765 0.9618
O: -1.8120 -1.5393 -1.1839
Br: 0.0741 -6.1803 0.6568
C: 0.4547 -5.2443 -1.0377
C: 1.2953 -6.1997 -1.9287
Br: 1.5456 -5.5309 -3.7643
H: 1.0088 -4.3257 -0.8448
H: -0.4946 -4.9384 -1.4774
H: 0.8105 -7.1730 -2.0055
H: 2.3093 -6.3843 -1.5740
C: 2.6484 0.0271 -5.6705
C: 3.0838 -1.3114 -5.5527
C: 2.7863 -1.9175 -4.3309
C: 2.1680 -1.2596 -3.2822
C: 1.8477 0.0795 -3.3569
C: 2.0500 0.6575 -4.6262
H: 2.8501 0.6453 -6.5327
H: 3.5625 -1.8310 -6.3695
H: 3.0652 -2.9516 -4.1923
H: 1.9181 -1.7725 -2.3651
H: 1.5184 0.6642 -2.5107
H: 1.8186 1.7055 -4.7469
C: 0.7753 4.5904 -1.3113
C: 0.6825 3.3641 -1.9774
C: -0.1549 3.2395 -3.0635
C: -0.8552 4.3271 -3.5557
C: -0.7575 5.5328 -2.8561
C: 0.0335 5.6843 -1.7589
H: 1.4788 4.6990 -0.4990
H: 1.1753 2.5116 -1.5336
H: -0.4654 2.3211 -3.5395
H: -1.4218 4.3001 -4.4747
H: -1.3055 6.3903 -3.2178
H: 0.0258 6.5665 -1.1359
C: -0.6177 2.3763 7.1705
C: -1.3601 2.7278 6.0439
C: -1.2954 1.9419 4.8780
C: -0.4809 0.8426 4.9067
C: 0.1881 0.4933 6.0497
C: 0.0795 1.2483 7.1859
H: -0.5550 3.0549 8.0083
H: -1.7832 3.7186 5.9688
H: -1.7559 2.2485 3.9504
H: -0.4820 0.1906 4.0457
H: 0.7955 -0.3986 6.0057
H: 0.5900 0.9780 8.0985
C: 4.8977 -1.0140 -0.5627
C: 4.9367 0.2896 0.2207
O: 4.9944 -0.1326 1.5516
H: 3.9467 -1.4978 -0.3398
H: 5.7378 -1.6826 -0.3747
H: 4.9897 -0.8705 -1.6392
H: 4.0157 0.8603 0.1015
H: 5.8059 0.9184 0.0276
H: 4.7079 0.6110 2.0870
C: -2.8877 3.8542 0.1322
C: -2.0774 2.5897 0.5674
O: -2.8099 1.8903 1.5584
H: -2.2538 4.2398 -0.6662
H: -2.9113 4.6264 0.9012
H: -3.9047 3.6949 -0.2264
H: -1.0807 2.8666 0.9109
H: -1.8341 1.9601 -0.2884
H: -2.6058 0.9643 1.4085
C: 1.9598 2.7375 2.0610
C: 2.6359 2.4496 3.4582
O: 3.9291 1.9042 3.1599
H: 0.9959 3.2380 2.1529
H: 1.7368 1.8507 1.4677
H: 2.5025 3.3979 1.3847
H: 1.9694 1.7504 3.9630
H: 2.7600 3.2668 4.1687
H: 4.3277 1.7873 4.0254
C: -0.8420 -2.3253 -5.9105
C: -1.1723 -1.6542 -4.5572
O: -2.5269 -1.2315 -4.5231
H: 0.1770 -2.7114 -5.8865
H: -0.8263 -1.5253 -6.6506
H: -1.5085 -3.1149 -6.2575
H: -0.4927 -0.8247 -4.3617
H: -0.9977 -2.2492 -3.6608
H: -2.7211 -0.7142 -5.3082
C: -3.4285 -2.2696 3.8400
C: -4.3468 -1.0325 3.8904
O: -4.7160 -0.6704 2.5752
H: -3.1558 -2.4727 4.8756
H: -2.4954 -2.2338 3.2777
H: -3.9340 -3.1365 3.4147
H: -3.7473 -0.1834 4.2188
H: -5.1703 -1.2857 4.5581
H: -3.8794 -0.5741 2.1143

Mulliken atomic charge list, values in e, 99 entries: -0.19 0.37 0.19 0.37 0.41 0.61 0.41 0.04 -0.24 -0.14 -0.13 -0.69 -0.69 0.24 -0.18 -0.16 -0.60 -0.16 0.06 0.26 0.41 0.38 -0.62 -0.72 -0.77 0.38 0.29 -0.02 0.44 0.42 0.44 0.16 -0.30 0.37 -0.23 -0.29 0.66 -0.97 -0.33 -0.74 0.29 -0.03 0.36 0.42 0.36 0.39 -0.45 -0.57 -0.35 -0.19 -0.46 -0.38 0.38 0.35 0.45 0.45 0.41 0.37 -0.85 0.10 -0.56 0.00 0.41 0.30 -0.08 0.37 0.45 -1.16 1.09 -0.67 0.18 0.33 0.32 -0.36 -0.06 0.64 -0.81 -0.15 -0.59 0.40 -0.10 0.38 0.02 0.40 0.26 -1.24 1.06 -0.51 0.24 0.41 0.36 -0.36 -0.07 0.29 -0.72 -0.10 -0.56 0.40 0.19

The following is a quantum chemistry calculation of 3 unconnected molecules or ions with the total composition C31H56Cl2F14N4O2P, from OMol25.

Properties
* LUMO level: -2.82 eV
* E_tot: -4243.883613 Eh
* total charge: +1
* HOMO-LUMO gap: 7.915 eV

Positions of all 110 atoms, in Å:
C: -0.5312 -1.4426 -5.8623
C: -0.6268 -0.3229 -4.8343
F: -0.8072 0.9078 -5.4798
C: 0.6239 -0.2289 -3.9688
C: 0.6388 0.6341 -2.6898
C: 0.3515 2.1183 -3.1147
C: 1.3327 2.7821 -4.1166
C: 0.6487 3.3819 -5.3467
Cl: 2.2823 4.0894 -3.2786
C: 2.0879 0.5601 -2.0713
C: 2.7171 -0.8380 -1.8420
C: 2.4965 -1.5396 -0.5013
C: 3.3220 -2.8236 -0.3349
F: 2.5420 -3.8294 0.1558
F: 3.7950 -3.2447 -1.5408
C: 4.5588 -2.6851 0.6032
F: 5.4613 -3.6243 0.2781
F: 5.1067 -1.4620 0.3834
C: 4.3428 -2.8760 2.1466
F: 3.9803 -4.1441 2.3666
F: 5.5426 -2.6351 2.7106
C: 3.3182 -1.9446 2.8497
F: 2.0797 -2.2509 2.3890
F: 3.5626 -0.6538 2.4817
C: 3.3072 -2.0357 4.4197
F: 3.8473 -3.1971 4.8156
F: 2.0172 -1.9888 4.8173
C: 4.0455 -0.8653 5.1368
F: 4.1657 -1.1583 6.4121
F: 5.2451 -0.6694 4.6073
F: 3.3415 0.2581 5.0046
C: 2.2343 1.5611 -0.9258
C: 3.5689 1.5473 -0.1729
N: 1.0400 1.5550 0.0183
C: 0.0105 0.4733 -0.1410
C: -0.4311 0.1613 -1.5950
C: -0.7183 -1.3742 -1.7058
C: -1.1781 -2.1986 -0.4922
C: -1.7133 -3.5619 -0.9284
Cl: -2.3863 -1.3780 0.5581
P: -2.0707 1.0540 -1.8278
N: -2.2756 2.4402 -1.1054
H: -0.9181 -2.3785 -5.4645
H: -1.1242 -1.1585 -6.7327
H: 0.4973 -1.5699 -6.2034
H: -1.5214 -0.4861 -4.2330
H: 1.4080 0.1556 -4.6309
H: 0.9130 -1.2596 -3.7742
H: -0.6272 2.1779 -3.5812
H: 0.2925 2.7630 -2.2393
H: 2.1033 2.0975 -4.4591
H: 1.1834 4.2680 -5.6815
H: -0.3836 3.6489 -5.1296
H: 0.6519 2.6476 -6.1522
H: 2.7326 1.0059 -2.8324
H: 3.7948 -0.7301 -1.9902
H: 2.4170 -1.5362 -2.6181
H: 1.4726 -1.8800 -0.4124
H: 2.6924 -0.8922 0.3454
H: 2.1914 2.5389 -1.3884
H: 3.4489 1.7764 0.8886
H: 4.1032 0.6059 -0.2487
H: 4.2140 2.3240 -0.5857
H: 1.4093 1.4695 0.9666
H: 0.5976 2.4737 -0.0055
H: 0.3976 -0.3900 0.3825
H: -0.8497 0.8096 0.4373
H: -1.4161 -1.5640 -2.5230
H: 0.2051 -1.8704 -2.0083
H: -0.3368 -2.4097 0.1690
H: -2.2585 -4.0181 -0.1023
H: -2.3623 -3.4749 -1.7989
H: -0.8717 -4.2224 -1.1442
H: -3.0560 0.1110 -1.5136
H: -2.2403 1.1465 -3.2142
H: -1.4737 2.7290 -0.5616
C: -2.0250 -6.3462 3.4661
C: -1.4989 -4.9238 3.6240
C: -1.7779 -4.2919 4.9923
O: -3.1104 -3.8731 5.1883
C: -4.0177 -4.8797 5.6020
N: -2.0094 -4.0965 2.5228
H: -3.1007 -6.3592 3.2916
H: -1.5538 -6.8273 2.6095
H: -1.8152 -6.9478 4.3513
H: -0.4092 -4.9641 3.5241
H: -1.1774 -3.3810 5.0728
H: -1.4648 -4.9632 5.8027
H: -3.5338 -5.5970 6.2710
H: -4.4504 -5.4156 4.7541
H: -4.8235 -4.3859 6.1422
H: -1.5713 -3.1809 2.5632
H: -2.9917 -3.9094 2.7100
C: -3.9185 7.5210 -0.7569
C: -3.5679 6.0482 -0.5720
C: -3.7962 5.5081 0.8442
O: -2.8214 5.8976 1.7953
C: -3.0075 7.1799 2.3668
N: -2.1942 5.8152 -1.0275
H: -3.1449 8.1730 -0.3510
H: -4.0090 7.7522 -1.8175
H: -4.8644 7.7690 -0.2724
H: -4.2276 5.4663 -1.2221
H: -3.7309 4.4180 0.7980
H: -4.8003 5.7651 1.2062
H: -4.0700 7.4023 2.4991
H: -2.5503 7.9680 1.7640
H: -2.5277 7.1736 3.3446
H: -2.0274 4.8138 -0.9982
H: -1.5726 6.2116 -0.3271

Mulliken atomic charge list, values in e, 99 entries: -1.65 0.28 -0.35 -2.77 2.26 -2.95 0.37 -1.22 -0.20 -1.00 -1.96 1.00 0.64 -0.28 -0.39 0.53 -0.33 -0.25 0.56 -0.27 -0.28 0.73 -0.30 -0.34 0.46 -0.29 -0.27 0.66 -0.24 -0.21 -0.23 -0.11 -1.73 0.63 -3.09 3.39 -2.01 1.01 -1.55 -0.15 0.35 -0.58 0.34 0.48 0.38 0.13 1.13 0.37 0.79 1.02 0.32 0.45 0.33 0.27 0.75 1.08 0.37 -0.88 0.08 -0.12 0.45 0.42 0.39 0.59 0.61 0.09 0.98 0.73 0.22 -0.26 0.31 0.38 0.40 0.11 0.10 0.24 -1.62 0.50 -0.50 -0.42 -0.66 -0.30 0.33 0.36 0.38 0.14 0.12 0.50 0.31 0.24 0.27 0.10 0.29 -1.53 0.40 -0.65 -0.38 -0.66 -0.67

The following is a quantum chemistry calculation of 9 unconnected molecules or ions with the total composition C31H56Cl2O24 in a non-equilibrium geometry, from OMol25.

Properties
* ΔE to the lowest compared entry with this formula, charge and spin: 152.4 kcal per mole
* SMILES: CCOC(=O)OC.CCOC(=O)OC.CCOC(=O)OC.CCOC(=O)OC.CCOC(=O)OC.O=C1OCCO1.O=C1OCCO1.O=C1OCCO1.ClCCCl
* LUMO level: -0.05 eV
* E_tot: -3940.780174 Eh
* total charge: 0
* HOMO-LUMO gap: 10.333 eV

Positions of all 113 atoms, in Å:
C: -4.0207 11.8091 -1.6730
C: -3.7179 12.7212 -0.4776
O: -4.9245 13.3142 0.0114
C: -5.2644 14.5236 -0.1821
O: -4.5842 15.4848 -0.5883
O: -6.5851 14.5987 0.2027
C: -7.2542 15.8832 0.3096
H: -4.2576 12.4509 -2.5216
H: -4.9272 11.2346 -1.4829
H: -3.2095 11.0920 -1.7985
H: -2.9177 13.4383 -0.6606
H: -3.5947 12.1383 0.4352
H: -7.6009 16.3401 -0.6173
H: -6.6563 16.5930 0.8813
H: -8.1992 15.7983 0.8461
C: -5.5596 4.7507 4.4761
C: -5.9673 3.8412 3.3171
O: -7.1313 4.5968 2.8237
C: -7.4193 4.5936 1.4562
O: -6.7635 4.0799 0.5660
O: -8.6859 4.9700 1.3369
C: -9.3256 4.9781 0.1143
H: -6.1926 4.6812 5.3607
H: -5.4875 5.8101 4.2296
H: -4.5459 4.4269 4.7120
H: -6.0790 2.8429 3.7402
H: -5.2829 3.7486 2.4738
H: -10.2636 5.5288 0.1850
H: -9.5975 3.9595 -0.1626
H: -8.7284 5.4015 -0.6933
C: 0.3882 -2.4130 4.2050
C: -0.6821 -3.0813 3.1903
O: -1.3096 -1.9613 2.5645
C: -2.2335 -2.1576 1.6034
O: -2.6049 -3.2730 1.0119
O: -2.4669 -0.9780 1.1951
C: -3.2297 -0.8176 0.0466
H: -0.1711 -1.8259 4.9334
H: 1.1061 -1.8125 3.6462
H: 0.8975 -3.1904 4.7745
H: -1.4681 -3.6644 3.6701
H: -0.3677 -3.8573 2.4924
H: -2.7356 -1.0456 -0.8979
H: -3.6502 0.1809 -0.0721
H: -4.1549 -1.3737 0.1979
C: -2.4525 0.2282 -10.0821
C: -1.0531 0.6357 -10.5546
O: -0.8544 0.9950 -11.9135
C: -0.6967 2.2535 -12.2480
O: -0.7386 3.1646 -11.4281
O: -0.3443 2.2674 -13.5307
C: -0.0721 3.4928 -14.2601
H: -2.9472 -0.6087 -10.5752
H: -3.1643 1.0516 -10.0237
H: -2.4114 -0.1938 -9.0780
H: -0.4566 -0.2682 -10.4303
H: -0.4670 1.2492 -9.8703
H: -0.0834 4.3130 -13.5423
H: -0.9783 3.6017 -14.8559
H: 0.8990 3.5380 -14.7530
C: 0.6085 8.0094 3.5012
C: 1.8196 7.3016 4.0958
O: 2.7429 8.2164 4.7056
C: 3.8373 8.5987 3.9893
O: 4.1262 8.1422 2.8984
O: 4.6378 9.2695 4.7450
C: 5.8858 9.6229 4.2854
H: -0.0566 8.0837 4.3616
H: 0.0759 7.4278 2.7488
H: 0.9135 8.9245 2.9935
H: 2.2650 6.6520 3.3423
H: 1.5841 6.6191 4.9124
H: 6.4856 8.8492 3.8063
H: 6.6274 9.9150 5.0288
H: 5.7561 10.4508 3.5883
O: -6.0293 -1.7297 -4.9473
C: -7.0277 -1.3077 -5.5560
O: -8.0928 -1.0171 -4.9383
C: -9.0670 -0.6055 -5.8767
C: -8.2720 0.0360 -6.9381
O: -7.0454 -0.7071 -6.6722
H: -9.5308 -1.5145 -6.2597
H: -9.9267 -0.1062 -5.4300
H: -8.3079 1.1235 -6.8749
H: -8.6151 -0.3258 -7.9074
O: 4.2333 4.2189 -5.3993
C: 3.2265 4.7591 -5.7660
O: 2.4634 4.3411 -6.7474
C: 1.5066 5.4183 -7.0042
C: 1.9125 6.5552 -6.0546
O: 2.7040 5.8118 -5.1928
H: 1.3559 5.7281 -8.0383
H: 0.5337 5.0215 -6.7143
H: 1.0834 6.8562 -5.4142
H: 2.3871 7.4554 -6.4452
O: -8.0258 1.9223 -12.1454
C: -7.5733 2.9391 -11.6401
O: -8.1558 3.7489 -10.7801
C: -7.2631 4.8338 -10.5081
C: -5.9486 4.5560 -11.2344
O: -6.4022 3.4536 -11.9589
H: -7.6087 5.8329 -10.7737
H: -7.1653 4.9439 -9.4281
H: -5.0682 4.3581 -10.6231
H: -5.8965 5.2315 -12.0882
Cl: -4.4576 3.9890 -5.6019
C: -4.6076 4.8729 -4.0666
C: -3.3452 4.8508 -3.1764
Cl: -3.3057 6.1850 -1.9653
H: -5.5258 4.6402 -3.5273
H: -4.8571 5.8815 -4.3961
H: -2.5091 5.0563 -3.8449
H: -3.1509 4.0166 -2.5022

Mulliken atomic charge list, values in e, 99 entries: -1.09 -0.19 -0.30 0.75 -0.60 -0.32 -0.66 0.30 0.32 0.37 0.35 0.23 0.28 0.29 0.26 -1.13 -0.21 -0.25 0.75 -0.58 -0.31 -0.64 0.29 0.32 0.38 0.26 0.31 0.23 0.29 0.29 -1.05 -0.37 -0.24 0.74 -0.61 -0.27 -0.68 0.29 0.29 0.38 0.31 0.37 0.29 0.25 0.32 -1.02 -0.29 -0.32 0.83 -0.62 -0.33 -0.66 0.31 0.23 0.36 0.29 0.37 0.32 0.27 0.25 -0.92 -0.29 -0.32 0.75 -0.57 -0.32 -0.69 0.25 0.30 0.30 0.32 0.31 0.31 0.27 0.30 -0.63 0.76 -0.33 -0.39 -0.18 -0.31 0.24 0.33 0.26 0.25 -0.56 0.70 -0.31 -0.29 -0.19 -0.33 0.30 0.21 0.20 0.26 -0.58 0.74 -0.35 -0.28